One molecule with the formula CH2N4O in a non-equilibrium geometry. Source: the OMol25 dataset; level of theory: the ωB97M-V functional and the def2-TZVPD basis.

The geometry in XYZ format:
```
8
CH2N4O the ωB97M-V functional and the def2-TZVPD basis
H 1.37583 2.00405 1.85695
N 1.05370 1.45072 1.06071
N -0.16698 1.29611 1.22577
N -0.69924 0.67897 0.11816
C -0.11292 -0.17202 -0.53511
N 0.34415 -1.02985 -1.30606
O -0.88421 -1.77243 -1.55087
H -0.91033 -2.45555 -0.86955
```

Relative energy (zero: lowest compared OMol25 entry of this formula, charge and spin)   463.18 kJ/mol
2S+1   1
DFT total energy   -333.37139 a.u.
Structure (SMILES)   [H]/N=N/N=C=NO
E_LUMO   -0.0080 hartree

Atomic partial charges in e from the Löwdin method, atoms 1 to 5:
1 H 0.06
2 N 0.06
3 N -0.08
4 N 0.08
5 C -0.21

---

A 7-piece molecular cluster, C19H49BrNO12PS overall in a non-equilibrium geometry. Source: the OMol25 dataset; level of theory: the ωB97M-V functional and the def2-TZVPD basis.

The geometry in XYZ format:
```
84
C19H49BrNO12PS the ωB97M-V functional and the def2-TZVPD basis
N 1.62128 1.98303 3.02938
P 2.38496 2.25325 1.67846
C 1.30857 1.94160 0.13302
C 1.23615 0.48765 -0.36805
C 1.03106 -0.58067 0.76522
C -0.41260 -1.14057 0.88029
O -1.42260 -0.19883 0.54366
O -0.04432 2.37226 0.48214
S -0.18475 3.99630 0.37015
O -1.31892 4.43986 -0.35385
O -0.19760 4.46318 1.70486
O 1.17332 4.31981 -0.48124
C 1.76747 3.07710 -0.84332
C 1.88752 2.83289 -2.36346
C 0.63072 2.23287 -3.01211
O -0.40207 2.17433 -2.53107
Br 0.91896 1.52004 -4.84120
H 2.10147 1.23563 3.52904
H 2.84152 3.59858 1.63441
H 3.47606 1.34278 1.55856
H 2.16340 0.28346 -0.94139
H 0.41389 0.33568 -1.08802
H 1.69078 -1.43857 0.48276
H 1.37581 -0.24352 1.75343
H -0.54341 -2.04293 0.25632
H -0.53746 -1.47422 1.92990
H -2.22877 -0.37204 1.04453
H 2.83935 3.20738 -0.55978
H 2.79930 2.28574 -2.64876
H 1.99993 3.83307 -2.83240
C -4.83086 5.33009 1.41120
C -4.60152 4.04999 2.19167
O -4.41246 2.95870 1.29484
H -5.70610 5.23171 0.76650
H -4.98175 6.17696 2.08355
H -3.97711 5.54427 0.76382
H -5.46292 3.82914 2.82208
H -3.71956 4.13585 2.83397
H -3.64345 3.16032 0.74865
C -5.90159 -1.24085 0.96402
C -5.68998 -0.75023 -0.45700
O -6.02782 0.61816 -0.56818
H -6.94220 -1.10530 1.26171
H -5.64292 -2.29838 1.05772
H -5.28989 -0.66729 1.66519
H -6.31785 -1.31149 -1.15030
H -4.64261 -0.87489 -0.75946
H -5.45708 1.09920 0.04613
C 3.43568 -5.45614 1.65879
C 3.30284 -4.39905 0.57920
O 2.70187 -3.21526 1.10288
H 2.45732 -5.70079 2.07516
H 3.88691 -6.36689 1.26145
H 4.05331 -5.09097 2.48344
H 2.66929 -4.75833 -0.23101
H 4.28350 -4.14429 0.16466
H 3.26651 -2.89225 1.81463
C -3.52734 -4.11883 -2.66842
C -3.10878 -3.98793 -1.21590
O -2.50445 -2.72044 -0.97771
H -2.66450 -4.00008 -3.32582
H -3.98376 -5.09214 -2.85868
H -4.24414 -3.33815 -2.93542
H -2.37807 -4.75480 -0.95852
H -3.97411 -4.09803 -0.55299
H -3.15612 -2.04495 -1.19794
C 4.95584 1.25304 6.86338
C 3.93537 1.50891 5.77053
O 4.58133 1.70592 4.51353
H 5.65000 2.09131 6.94042
H 4.46749 1.11042 7.82884
H 5.55048 0.36365 6.63752
H 3.35893 2.40676 5.98702
H 3.24136 0.66607 5.68405
H 5.08402 0.90752 4.31569
C 2.38372 -2.13848 -8.00616
C 2.76939 -2.02997 -6.54283
O 3.39219 -0.77713 -6.27612
H 3.26422 -2.03013 -8.64147
H 1.91351 -3.10074 -8.21723
H 1.68845 -1.34160 -8.28237
H 3.47875 -2.81302 -6.27588
H 1.88682 -2.12970 -5.90178
H 2.76085 -0.08455 -6.50255
```

2S+1   1
DFT total energy   -5024.34540 a.u.
Structure (SMILES)   N=[PH2][C@@]1(CCCO)OS(=O)(=O)O[C@@H]1CC(=O)Br.CCO.CCO.CCO.CCO.CCO.CCO
E_LUMO   0.0017 hartree

Atomic partial charges in e from the Löwdin method, atoms 1 to 5:
1 N -0.26
2 P 0.81
3 C -0.47
4 C -0.11
5 C -0.15

---

A 10-piece molecular cluster, C31H48N6O28P overall in a non-equilibrium geometry. Source: the OMol25 dataset; level of theory: the ωB97M-V functional and the def2-TZVPD basis.

The geometry in XYZ format:
```
114
C31H48N6O28P the ωB97M-V functional and the def2-TZVPD basis
C 5.15626 4.30486 1.05007
C 5.44093 4.18341 -0.51703
N 4.23298 4.00697 -1.37085
N 3.35866 3.05734 -0.88906
N 3.66418 1.74592 -0.77906
C 2.56615 0.99566 -0.23068
N 1.58112 1.98975 0.02264
C 2.03894 3.28819 -0.38208
N 1.32864 4.41578 -0.27227
P -0.32367 4.54668 0.43779
N -1.19630 5.80758 -0.44696
O -1.22962 3.12520 0.17737
H 4.32783 3.63653 1.44079
H 6.11363 3.95966 1.57995
H 4.92291 5.36269 1.39703
H 5.90888 5.18131 -0.83558
H 6.24752 3.40321 -0.67546
H 3.77142 4.89034 -1.59719
H 4.54179 1.26963 -1.04569
H 2.50692 -0.12038 -0.04760
H 1.74470 5.30420 -0.59993
H -2.06265 5.34611 -0.78596
H -1.53141 6.44279 0.29916
H -1.01493 2.54411 0.93497
C 5.59360 -2.93945 -0.26602
C 4.19972 -2.81669 -0.80340
O 4.17680 -1.48739 -1.32597
C 5.46020 -1.14290 -1.59752
O 5.77821 -0.15482 -2.20046
O 6.33548 -2.05280 -1.10159
H 5.98015 -3.95637 -0.33653
H 5.67673 -2.59938 0.77045
H 3.99728 -3.52059 -1.61804
H 3.44184 -2.94504 -0.02921
C -5.18790 6.06371 1.52455
C -5.42802 5.85014 2.98792
O -4.29580 5.08258 3.38577
C -3.30454 5.33338 2.49412
O -2.16584 4.97520 2.63119
O -3.76193 6.03808 1.42922
H -5.58500 7.01592 1.17134
H -5.59946 5.25528 0.90846
H -5.43743 6.78593 3.55398
H -6.35428 5.30877 3.18424
C 9.94140 -1.30833 -2.33201
C 9.71205 -1.52944 -0.86649
O 10.84898 -2.28623 -0.47403
C 11.83652 -2.02357 -1.37434
O 12.97185 -2.36523 -1.24685
O 11.35919 -1.31961 -2.43754
H 9.53324 -0.35899 -2.68039
H 9.53416 -2.11650 -2.94639
H 9.69730 -0.59389 -0.29930
H 8.79247 -2.07880 -0.66711
C -2.26899 2.68534 4.61820
C -2.36946 1.32236 3.99957
O -2.21472 0.45331 5.11452
C -2.57854 1.15407 6.22415
O -2.72475 0.67224 7.30663
O -2.75391 2.47258 5.93899
H -2.87221 3.42250 4.09838
H -1.23754 3.04545 4.67379
H -3.34613 1.14029 3.54166
H -1.59120 1.14279 3.25578
C -3.01744 -0.77276 -1.28367
C -2.12185 0.08667 -0.44348
O -2.97948 0.51607 0.60555
C -3.98183 -0.39898 0.70389
O -4.78076 -0.42911 1.59203
O -3.95538 -1.27348 -0.33721
H -2.47995 -1.58844 -1.76830
H -3.55433 -0.20003 -2.04489
H -1.28809 -0.47482 -0.01086
H -1.72618 0.93994 -0.99504
C -7.22044 1.83245 1.92895
C -8.60706 1.94416 1.37630
O -8.63448 3.26723 0.84572
C -7.35243 3.61950 0.58361
O -7.02969 4.60494 -0.02364
O -6.47516 2.71793 1.09499
H -6.82659 0.81775 1.86990
H -7.15277 2.17961 2.96369
H -8.79389 1.23426 0.56475
H -9.36850 1.81634 2.13965
C 4.38390 -7.59743 -2.84255
C 4.93390 -7.09520 -4.14190
O 4.15717 -5.92656 -4.38857
C 3.69358 -5.49422 -3.18986
O 3.14461 -4.44065 -3.01637
O 3.93048 -6.40353 -2.20903
H 5.13776 -8.09885 -2.23555
H 3.53360 -8.27071 -2.97917
H 5.98710 -6.81019 -4.06874
H 4.81798 -7.81691 -4.94963
C 3.44368 -10.75800 -6.12143
C 3.61180 -12.24805 -6.08263
O 4.96106 -12.40620 -5.65958
C 5.30890 -11.27614 -4.99104
O 6.31506 -11.14580 -4.36219
O 4.36023 -10.30839 -5.12890
H 2.42667 -10.44570 -5.88161
H 3.72860 -10.32889 -7.08612
H 2.95362 -12.72515 -5.35110
H 3.45298 -12.71132 -7.05673
C -12.60868 4.66186 3.89482
C -13.12218 3.30500 3.51611
O -11.93617 2.60530 3.15746
C -10.90209 3.21743 3.79048
O -9.78782 2.78136 3.83788
O -11.29325 4.38489 4.36216
H -13.20744 5.13245 4.67501
H -12.54432 5.33968 3.03915
H -13.59815 2.78801 4.35384
H -13.82068 3.34124 2.67976
```

2S+1   1
DFT total energy   -3986.46508 a.u.
E_LUMO   -0.0986 hartree
Total charge   +1

Atomic partial charges in e from the Löwdin method, atoms 1 to 5:
1 C -0.10
2 C -0.22
3 N 0.01
4 N -0.09
5 N 0.12

---

C11H19AuIN3O3Se2 as an isolated structure in a non-equilibrium geometry. Source: the OMol25 dataset; level of theory: the ωB97M-V functional and the def2-TZVPD basis.

The geometry in XYZ format:
```
40
C11H19AuIN3O3Se2 the ωB97M-V functional and the def2-TZVPD basis
Au 0.56889 -0.04261 0.25473
C 0.30615 0.28659 4.01544
Se -0.77388 -0.56049 2.62543
C 0.00998 -2.37332 2.57124
C 1.52457 -2.44121 2.51960
Se 2.26347 -1.82055 0.78164
C 3.86665 -0.91050 1.35890
H 0.22145 -0.29075 4.93713
H -0.12452 1.27507 4.17347
H 1.34413 0.39908 3.71870
H -0.45464 -2.84467 1.69721
H -0.35969 -2.88833 3.46647
H 1.83671 -3.48445 2.62656
H 1.99558 -1.87468 3.32386
H 3.63261 -0.09585 2.04167
H 4.33148 -0.51997 0.45599
H 4.53261 -1.64112 1.82565
N 0.56741 -0.96452 -3.27102
C 1.72936 -0.48892 -2.84774
O 2.04418 -0.44921 -1.65718
C 2.74562 -0.04234 -3.87008
I 1.93586 0.95359 -5.61392
H -0.08340 -1.35591 -2.60638
H 0.31393 -0.99354 -4.24885
H 3.27867 -0.92571 -4.23152
H 3.44887 0.64194 -3.39737
C -4.76823 0.89670 -0.64661
N -3.44041 1.44441 -0.63554
C -3.13479 2.62696 -1.19300
C -1.85296 3.07949 -1.30004
C -0.77172 2.21760 -0.85839
O 0.42813 2.41743 -0.97284
N -1.16321 1.05368 -0.26786
C -2.42030 0.64259 -0.06337
O -2.68902 -0.36988 0.55232
H -5.50210 1.64852 -0.92827
H -4.99718 0.48063 0.33703
H -4.81816 0.07007 -1.36438
H -3.96346 3.21095 -1.57184
H -1.60866 4.03323 -1.73681
```

Relative energy (zero: lowest compared OMol25 entry of this formula, charge and spin)   62.98 kJ/mol
2S+1   1
DFT total energy   -6056.18896 a.u.
E_LUMO   -0.3762 hartree
Total charge   +2

Atomic partial charges in e from the Löwdin method, atoms 1 to 5:
1 Au 0.92
2 C -0.29
3 Se 1.25
4 C -0.47
5 C -0.46

---

C5H6O as an isolated structure in a non-equilibrium geometry. Source: the OMol25 dataset; level of theory: the ωB97M-V functional and the def2-TZVPD basis.

The geometry in XYZ format:
```
12
C5H6O the ωB97M-V functional and the def2-TZVPD basis
C 0.74642 0.08095 0.48731
C 0.26607 -1.29887 0.54081
C -0.92021 0.30536 0.39522
C 1.74405 0.71046 -0.09339
C -1.60906 0.43123 -0.74358
O 0.69759 -2.09004 -0.34428
H -0.11081 -1.65592 1.51511
H -1.30393 0.70537 1.32989
H 1.66623 1.76357 -0.34179
H 2.65284 0.16474 -0.33624
H -1.28120 -0.09028 -1.63802
H -2.54797 0.97343 -0.77104
```

Relative energy (zero: lowest compared OMol25 entry of this formula, charge and spin)   374.01 kJ/mol
2S+1   1
DFT total energy   -269.20379 a.u.
E_LUMO   -0.0114 hartree

Atomic partial charges in e from the Löwdin method, atoms 1 to 5:
1 C -0.19
2 C -0.34
3 C -0.13
4 C 0.08
5 C 0.05

---

One molecule with the formula C2H4NP in a non-equilibrium geometry. Source: the OMol25 dataset; level of theory: the ωB97M-V functional and the def2-TZVPD basis.

The geometry in XYZ format:
```
8
C2H4NP the ωB97M-V functional and the def2-TZVPD basis
C -1.82354 0.11625 -0.54536
C 0.90146 -1.30107 0.79654
N -0.76339 0.57078 -0.37723
P 1.03271 0.22493 0.13295
H -2.77713 -0.27223 -0.75167
H 1.08218 -1.03570 1.81816
H 1.25285 0.16539 -1.21210
H 1.09488 1.53165 0.13871
```

Relative energy (zero: lowest compared OMol25 entry of this formula, charge and spin)   565.75 kJ/mol
2S+1   1
DFT total energy   -474.45821 a.u.
E_LUMO (alpha / beta)   0.0088 / 0.0088 hartree

Atomic partial charges in e from the Löwdin method, atoms 1 to 5:
1 C 0.10
2 C -0.35
3 N -0.09
4 P 0.57
5 H 0.08